{
  "formula": "C4H9NO2S",
  "method": "the ωB97M-V functional and the def2-TZVPD basis",
  "e_lumo_ev": 0.64,
  "smiles": "C[C@@H](CS)NC(=O)O",
  "relative_energy_ev": 0.856,
  "e_tot_ev": -20714.177,
  "e_homo_ev": -8.94,
  "symbols": ["C", "C", "O", "O", "C", "H", "H", "S", "H", "H", "N", "H", "C", "H", "H", "H", "H"],
  "xyz": [[-0.0496, -0.3590, 0.8683], [0.2051, -0.2506, 2.4343], [2.7475, -0.6452, -1.3818], [0.5063, -0.8944, -1.6869], [-0.7087, 0.9569, 0.3221], [-0.2354, 0.6645, 2.7850], [-0.4078, -0.9378, 3.0263], [-2.5618, 0.8584, 0.0191], [-0.4946, -1.3460, 0.7994], [2.9432, -0.8132, -2.3103], [1.3123, -0.3224, 0.3404], [2.1335, -0.0040, 0.8412], [1.4535, -0.5948, -1.0097], [-0.2741, 1.1245, -0.6756], [-0.5086, 1.8037, 0.9670], [-2.6065, 1.7576, -1.0128], [1.2151, -0.5568, 2.7460]],
  "mulliken_charge": [0.23, -1.23, -0.50, -0.56, -0.79, 0.28, 0.32, -0.26, 0.44, 0.37, -0.31, 0.26, 0.46, 0.33, 0.45, 0.13, 0.38]
}